Entry 1:
Molecular formula: C7H9BrN3O2S
Method: DFT, ωB97M-V/def2-TZVPD

ORCA input file:
```
! RIJCOSX wB97M-V def2-TZVPD def2/J DEFGRID3
* xyz 1 1
N 2.31672 -2.24000 -1.23767
C 1.46565 -1.55552 -1.98881
N 1.31783 -0.17837 -1.83144
Br 2.81278 0.71233 -2.52774
N 0.67772 -2.17565 -2.84696
S -0.44773 -1.43336 -3.91380
H 2.62840 -3.15358 -1.53946
H 3.03592 -1.69449 -0.78066
H 1.24392 0.06796 -0.82667
H 0.74704 -3.18479 -2.93111
H -1.32226 -1.08863 -2.96327
C 0.01205 1.60196 2.64683
C -1.12297 2.01463 3.20462
C -2.43556 1.77185 2.54982
O -3.47179 2.14127 3.04428
C -2.42708 1.04791 1.24518
C -1.28789 0.64135 0.69434
C 0.01190 0.88792 1.35451
O 1.06924 0.51543 0.86067
H 0.98046 1.76541 3.10137
H -1.15122 2.54088 4.14996
H -3.39429 0.88083 0.78917
H -1.25885 0.11470 -0.25314
*
```

The HOMO energy comes out at -0.4827 Ha. Its HOMO-LUMO gap is 8.648 eV. As for the LUMO energy: -0.165 Ha.


Entry 2:
Molecular formula: C7H9Cl
Method: DFT, ωB97M-V/def2-TZVPD

ORCA input file:
```
! RIJCOSX wB97M-V def2-TZVPD def2/J DEFGRID3
* xyz 0 3
C -2.70629 -1.41579 -0.74752
C -1.57804 -1.17142 -0.07511
C 0.17356 -0.19477 1.64343
C -0.60809 -0.48599 0.35468
C 0.56191 0.33734 0.26013
C 0.70184 1.71459 -0.29244
C 1.62037 -0.43081 -0.52853
Cl -3.48568 0.13995 -0.88995
H -3.38922 -2.20683 -0.88503
H -0.43185 0.36711 2.29162
H 0.86150 -0.78530 2.31746
H 0.42795 2.58447 0.42762
H 0.17953 1.71559 -1.23069
H 1.77352 1.78088 -0.36573
H 2.38125 -0.85198 0.10017
H 2.17876 0.15843 -1.19766
H 1.33899 -1.25550 -1.18245
*
```

The HOMO energy (spin up / spin down) comes out at -0.2167 / -0.3465 Ha. Its HOMO-LUMO gap (spin up / spin down) is 6.833 / 7.543 eV. Its energy relative to the best compared isomer or geometry (same formula, charge and spin) is 2.270 eV. As for the LUMO energy (spin up / spin down): 0.034 / -0.069 Ha.


Entry 3:
Molecular formula: C7H9Cl3N
Method: DFT, ωB97M-V/def2-TZVPD

ORCA input file:
```
! RIJCOSX wB97M-V def2-TZVPD def2/J DEFGRID3
* xyz 1 1
C -1.33833 -2.47750 -0.69677
C -2.04249 -1.26567 -1.08523
C -0.43865 -2.21425 0.34185
C -1.66992 -0.26067 -0.30201
C -0.43470 -0.70570 0.52132
C 1.02475 -0.64230 0.04320
C 1.22978 3.20395 1.30040
N 1.28782 -0.28676 -1.16312
Cl -0.10402 2.27607 0.93794
Cl 1.12799 4.42019 -0.07416
Cl 3.02348 2.60484 1.21332
H -1.68324 -3.40844 -1.06317
H -2.94318 -1.40988 -1.78231
H 0.13794 -2.87303 0.90309
H -1.99191 0.70394 -0.27027
H -0.55823 -0.39918 1.54265
H 1.70078 -1.16777 0.67868
H 2.11107 -0.31799 -1.69967
H 1.06281 3.91130 2.22928
H 0.49825 0.30885 -1.57503
*
```

The HOMO energy comes out at -0.4840 Ha. Its HOMO-LUMO gap is 8.267 eV. Its energy relative to the best compared isomer or geometry (same formula, charge and spin) is 0.000 eV. As for the LUMO energy: -0.180 Ha.


Entry 4:
Molecular formula: C7H9Cl3SSi
Method: DFT, ωB97M-V/def2-TZVPD

ORCA input file:
```
! RIJCOSX wB97M-V def2-TZVPD def2/J DEFGRID3
* xyz 0 1
C 1.66349 -2.31320 0.82873
C 1.17695 -0.98939 0.70432
C 0.93749 -3.16182 0.04736
C 0.12620 -0.79707 -0.08245
C 1.26211 2.17436 -0.62470
C 0.03844 1.63517 0.09854
C -0.51577 0.41364 -0.45963
Si -2.90576 0.16356 -0.05691
S -0.39164 -2.41591 -0.73668
Cl -3.67096 1.33338 -1.51158
Cl -3.46835 -1.69895 0.24165
Cl -3.30914 1.32591 1.63008
H 2.55093 -2.42819 1.39315
H 1.59056 -0.16447 1.37069
H 1.06102 -4.19434 -0.39469
H 2.06636 1.47032 -0.72679
H 1.65772 2.97066 -0.00002
H 0.98434 2.49792 -1.56177
H -0.65156 2.50935 0.21068
H 0.52128 1.20555 1.10399
H -0.72371 0.46350 -1.47396
*
```

The HOMO energy comes out at -0.2956 Ha. Its HOMO-LUMO gap is 8.146 eV. Its energy relative to the best compared isomer or geometry (same formula, charge and spin) is 1.654 eV. As for the LUMO energy: 0.004 Ha.


Entry 5:
Molecular formula: C7H9ClFN2O5S
Method: DFT, ωB97M-V/def2-TZVPD

ORCA input file:
```
! RIJCOSX wB97M-V def2-TZVPD def2/J DEFGRID3
* xyz -1 1
C -3.40090 2.21760 0.45246
C -3.01898 1.14887 -0.66944
F -2.92902 1.81523 -1.93029
C -1.57626 0.58909 -0.40265
C -0.46293 1.51008 -0.34629
N 0.58660 0.59063 -0.07388
C 1.98782 1.04665 0.12318
C 2.27837 0.82188 1.67776
O 1.68273 1.53263 2.43830
Cl 3.39786 -0.46046 2.20989
C 0.23448 -0.71791 0.00077
N -1.13947 -0.72012 -0.19943
H -4.37609 1.91184 0.90818
H -3.56362 3.22969 -0.00700
H -2.57809 2.28334 1.21509
H -3.79362 0.33603 -0.71179
H -0.41959 2.61089 -0.44578
H 2.08393 2.14579 -0.09185
H 2.71746 0.46232 -0.49705
H 0.90407 -1.61325 0.18202
H -1.75670 -1.52982 -0.18798
O 3.51712 -4.94853 -0.29529
S 2.63460 -3.85246 -0.73651
O 3.38992 -2.89536 -1.58631
O 2.12091 -3.11879 0.46652
O 1.47939 -4.39586 -1.49260
*
```

The HOMO energy comes out at -0.0919 Ha. Its HOMO-LUMO gap is 4.386 eV. As for the LUMO energy: 0.069 Ha.


Entry 6:
Molecular formula: C7H9ClN2O2
Method: DFT, ωB97M-V/def2-TZVPD

ORCA input file:
```
! RIJCOSX wB97M-V def2-TZVPD def2/J DEFGRID3
* xyz 0 1
C -1.65428 -0.61652 0.92470
N -0.31849 -1.16861 0.87913
C -0.17152 -2.62132 0.93463
C 0.70852 -0.24918 0.69588
Cl 2.35985 -1.16954 0.84674
H -2.34445 -1.42823 1.00062
H -1.78231 0.07388 1.76597
H -1.77338 -0.08870 -0.01693
H -1.14638 -3.04699 0.91072
H 0.38586 -2.96320 0.06237
H 0.33359 -3.02168 1.82798
H 0.77407 0.37673 1.60633
N 0.68452 0.70196 -0.36532
C 0.40545 2.01380 0.01860
O 0.03191 2.36759 1.12503
C 0.51936 2.78367 -1.22561
C 0.66879 1.94805 -2.26013
C 0.61985 0.53702 -1.80387
O 0.38322 -0.45902 -2.46126
H 0.51940 3.85598 -1.15583
H 0.79643 2.17431 -3.30975
*
```

The HOMO energy comes out at -0.3072 Ha. Its HOMO-LUMO gap is 7.263 eV. Its energy relative to the best compared isomer or geometry (same formula, charge and spin) is 1.451 eV. The SMILES is CN(C)[C@@H](Cl)N1C(=O)C=CC1=O. As for the LUMO energy: -0.040 Ha.


Entry 7:
Molecular formula: C7H9FNP
Method: DFT, ωB97M-V/def2-TZVPD

ORCA input file:
```
! RIJCOSX wB97M-V def2-TZVPD def2/J DEFGRID3
* xyz 0 3
C -0.50067 1.20337 2.16697
C -1.43641 2.06444 1.57957
C 0.33531 0.35441 1.36929
C -1.40810 2.12337 0.14475
C 0.38635 0.58489 -0.00907
C -0.55475 -1.77313 -1.79340
C 1.21459 -0.22382 -0.88655
N -0.53590 1.40589 -0.52837
F -0.28726 -2.85664 -1.03001
P 2.48182 -1.30046 -0.28390
H -0.55308 0.96443 3.22393
H -2.22663 2.55209 2.23282
H 0.88305 -0.42114 1.90413
H -1.97026 2.64831 -0.59236
H -0.23809 -1.72651 -2.83251
H -1.52685 -1.26444 -1.55164
H 1.57334 0.27997 -1.72314
H 2.54712 -2.04780 -1.46319
H 1.81641 -2.56725 0.07268
*
```

The HOMO energy (spin up / spin down) comes out at -0.2462 / -0.3463 Ha. Its HOMO-LUMO gap (spin up / spin down) is 7.661 / 7.904 eV. As for the LUMO energy (spin up / spin down): 0.035 / -0.056 Ha.


Entry 8:
Molecular formula: C7H9FNPtTe4
Method: DFT, ωB97M-V/def2-TZVPD

ORCA input file:
```
! RIJCOSX wB97M-V def2-TZVPD def2/J DEFGRID3
* xyz 1 5
Pt 0.38696 0.89983 -1.38609
Te 3.07211 0.72864 -1.41635
Te 4.29926 3.01565 -1.16320
Te 2.25346 4.85050 -1.00382
Te 0.05641 3.47817 -1.38745
N -2.13280 1.02481 -1.72308
H -2.36670 1.67850 -2.46426
H -2.59255 1.34534 -0.87649
H -2.55876 0.14087 -1.98314
F -0.09022 -0.98547 4.11760
C -0.05885 -1.06548 2.78920
C 1.16685 -1.25371 2.16206
C 1.18698 -1.32820 0.79507
C -0.00780 -1.21038 0.01952
C 0.03014 -1.30865 -1.39684
C -1.23700 -1.04743 0.73203
C -1.26582 -0.97173 2.09697
H 2.06549 -1.34995 2.75761
H 2.12319 -1.51304 0.28418
H -0.88812 -1.51167 -1.93037
H 0.91377 -1.74228 -1.84815
H -2.16610 -1.01463 0.17506
H -2.18989 -0.85970 2.64992
*
```

The HOMO energy (spin up / spin down) comes out at -0.3604 / -0.4299 Ha. Its HOMO-LUMO gap (spin up / spin down) is 5.806 / 5.553 eV. Its energy relative to the best compared isomer or geometry (same formula, charge and spin) is 0.000 eV. As for the LUMO energy (spin up / spin down): -0.147 / -0.226 Ha.


Entry 9:
Molecular formula: C7H9N
Method: DFT, ωB97M-V/def2-TZVPD

ORCA input file:
```
! RIJCOSX wB97M-V def2-TZVPD def2/J DEFGRID3
* xyz 0 1
C 1.59565 0.90806 -0.12360
C -0.03280 1.00873 0.07025
C -0.77696 0.01475 -0.97518
C -1.73953 -0.11071 0.14200
C -0.60869 0.06444 1.08769
C 1.44849 -0.64150 0.05299
C 0.27006 -1.19302 -0.56739
H 2.28411 0.72335 -1.04202
H 2.04545 1.63835 0.65822
H -0.68127 1.83591 0.17114
H -1.12572 0.35057 -1.86516
H -2.25537 -1.09297 -0.08923
H -2.35112 0.85839 0.16782
H -0.53727 0.32833 2.17430
H 2.32790 -1.37468 0.17443
H -0.27118 -2.19005 -0.92132
N 0.40823 -1.12794 0.88506
*
```

The HOMO energy comes out at -0.3431 Ha. Its HOMO-LUMO gap is 10.436 eV. Its energy relative to the best compared isomer or geometry (same formula, charge and spin) is 5.731 eV. As for the LUMO energy: 0.040 Ha.


Entry 10:
Molecular formula: C7H9N
Method: DFT, ωB97M-V/def2-TZVPD

ORCA input file:
```
! RIJCOSX wB97M-V def2-TZVPD def2/J DEFGRID3
* xyz 0 1
C 2.69691 0.22149 0.40566
C 0.45132 -0.25053 -0.16372
C -0.48203 -1.26258 -0.01674
C -1.82114 -1.02747 0.16473
C -2.27680 0.26468 0.15037
C -1.34702 1.40848 -0.02750
C -0.03382 1.02557 -0.21164
H 2.64587 1.28768 0.23614
H 2.40766 0.20976 1.67059
H 3.99861 0.18362 0.39840
H 2.14804 -0.50516 -1.48895
H -0.01076 -2.39599 0.04731
H -2.61594 -1.93144 0.14808
H -3.41056 0.52164 0.18689
H -1.67332 2.27594 -0.09015
H 0.67208 1.86563 -0.47844
N 1.81627 -0.54135 -0.34813
*
```

The HOMO energy comes out at -0.3194 Ha. Its HOMO-LUMO gap is 9.601 eV. Its energy relative to the best compared isomer or geometry (same formula, charge and spin) is 3.787 eV. The SMILES is CNc1ccccc1. As for the LUMO energy: 0.033 Ha.


Entry 11:
Molecular formula: C7H9N
Method: DFT, ωB97M-V/def2-TZVPD

ORCA input file:
```
! RIJCOSX wB97M-V def2-TZVPD def2/J DEFGRID3
* xyz 0 1
C 2.43188 0.50352 -1.51742
C 1.11429 0.22823 -0.87838
C 0.05560 -0.39113 -1.51094
N -0.93239 -0.53298 -0.56475
C -0.47646 -0.14537 0.65923
C 0.81627 0.36163 0.49538
C -2.56946 -0.02278 1.90610
C -1.27967 -0.33835 1.87729
H 2.90821 1.30997 -0.94720
H 3.19294 -0.27960 -1.44692
H 2.35728 0.88457 -2.53471
H -0.05464 -0.64280 -2.55003
H -1.76253 -1.07801 -0.67852
H 1.31971 0.86438 1.30268
H -3.25277 -0.15346 2.73756
H -3.08403 0.41345 1.05427
H -0.78421 -0.98127 2.59635
*
```

The HOMO energy comes out at -0.2872 Ha. Its HOMO-LUMO gap is 8.849 eV. Its energy relative to the best compared isomer or geometry (same formula, charge and spin) is 1.104 eV. The SMILES is C=Cc1cc(C)c[nH]1. As for the LUMO energy: 0.038 Ha.


Entry 12:
Molecular formula: C7H9N
Method: DFT, ωB97M-V/def2-TZVPD

ORCA input file:
```
! RIJCOSX wB97M-V def2-TZVPD def2/J DEFGRID3
* xyz 0 3
C -0.57256 0.96514 -0.28043
C -0.07547 0.84740 0.94747
C -0.19278 0.05832 -1.35533
C 0.97239 -1.51639 -0.01728
C -0.71891 0.21322 -2.55732
C 1.42834 -2.37631 0.84466
C -0.40932 1.65385 2.23977
N 0.72273 -0.93607 -1.16761
H -1.38464 1.66478 -0.60356
H -0.53191 -0.53211 -3.27621
H -1.28691 1.08763 -2.71872
H 1.08181 -3.33374 0.62286
H 1.49361 -1.99694 1.82133
H -1.55776 1.98038 2.22078
H 0.14583 2.61536 2.13356
H -0.24334 1.01050 3.08502
H 1.12889 -1.40500 -1.93898
*
```

The HOMO energy (spin up / spin down) comes out at -0.2235 / -0.3016 Ha. Its HOMO-LUMO gap (spin up / spin down) is 7.081 / 7.441 eV. Its energy relative to the best compared isomer or geometry (same formula, charge and spin) is 1.195 eV. As for the LUMO energy (spin up / spin down): 0.037 / -0.028 Ha.


Entry 13:
Molecular formula: C7H9N2O
Method: DFT, ωB97M-V/def2-TZVPD

ORCA input file:
```
! RIJCOSX wB97M-V def2-TZVPD def2/J DEFGRID3
* xyz 1 3
C -0.56122 1.26091 0.46883
C -1.85413 1.39802 0.09183
C 1.34059 -0.35128 0.56724
C -2.70527 -1.07491 0.06174
C -3.82343 -0.25894 -0.46313
C 0.03797 -0.01147 0.98471
C 3.59717 -1.09859 -0.22043
N 2.35735 -0.68189 0.09633
N -2.65926 0.26897 0.21655
O -1.95166 -1.99764 0.10500
H 0.20269 2.04164 0.51663
H -2.47389 2.14735 -0.37201
H -4.68376 -0.37108 0.23858
H -3.98595 0.11384 -1.42112
H 0.20521 -0.08566 2.07564
H -0.62464 -0.76354 0.79267
H 4.40103 -0.36915 -0.27772
H 3.58037 -1.55754 -1.26066
H 3.79288 -1.86536 0.56106
*
```

The HOMO energy (spin up / spin down) comes out at -0.3303 / -0.5043 Ha. Its HOMO-LUMO gap (spin up / spin down) is 5.441 / 7.665 eV. Its energy relative to the best compared isomer or geometry (same formula, charge and spin) is 3.250 eV. As for the LUMO energy (spin up / spin down): -0.130 / -0.223 Ha.


Number 1: maximum force 0.63 eV/Å. Number 2: maximum force 3.59 eV/Å. Number 3: maximum force 5.11 eV/Å. Number 4: maximum force 4.53 eV/Å. Number 5: maximum force 5.31 eV/Å. Number 6: maximum force 2.90 eV/Å. Number 7: maximum force 3.19 eV/Å. Number 8: maximum force 0.39 eV/Å. Number 9: maximum force 6.87 eV/Å. Number 10: maximum force 11.76 eV/Å. Number 11: maximum force 1.90 eV/Å. Number 12: maximum force 3.16 eV/Å. Number 13: maximum force 7.48 eV/Å.